85
Properties=species:S:1:pos:R:3:mulliken_spin:R:1 method="wB97M-V/def2-TZVPD" energy_ev=-177312.106 spin_multiplicity=2 homo_lumo_gap_ha="0.3297 / 0.0903" total_charge=+1 lumo_energy_ev="-3.379 / -9.891" e_above_lowest_kj_mol=116.0
C 3.022 1.595 -6.994 0.00
O 3.037 0.865 -5.833 0.00
C 2.648 1.557 -4.701 0.00
O 2.026 2.653 -4.713 0.00
O 2.615 0.731 -3.671 0.00
C 2.092 1.185 -2.386 0.00
H 3.876 1.326 -7.617 0.00
H 3.151 2.658 -6.792 0.00
H 2.206 1.464 -7.706 0.00
H 2.060 0.416 -1.614 0.00
H 1.061 1.527 -2.475 0.00
H 2.597 2.008 -1.880 0.00
C 0.321 -1.402 -4.029 -0.02
O -0.694 -2.273 -4.503 0.05
C -0.379 -3.609 -4.460 -0.07
O 0.751 -4.193 -4.362 0.67
O -1.512 -4.318 -4.680 0.09
C -1.522 -5.743 -4.656 0.00
H 0.615 -1.529 -2.987 0.01
H 0.057 -0.345 -4.062 0.00
H 1.256 -1.490 -4.583 0.01
H -0.865 -6.142 -5.428 0.00
H -2.500 -5.913 -5.106 0.00
H -1.381 -6.324 -3.744 0.00
C 2.960 1.380 3.808 0.00
O 3.156 1.309 2.465 0.00
C 4.320 1.433 1.905 0.00
O 5.423 1.577 2.452 0.00
O 4.010 1.499 0.583 0.00
C 5.046 1.936 -0.352 0.00
H 3.394 0.535 4.342 0.00
H 1.903 1.341 4.071 0.00
H 3.202 2.402 4.098 0.00
H 4.851 1.599 -1.370 0.00
H 6.078 1.819 -0.021 0.00
H 4.898 3.013 -0.427 0.00
C -3.570 -5.451 4.465 0.00
O -3.578 -4.678 3.269 0.00
C -2.970 -3.469 3.158 0.00
O -2.383 -2.841 4.065 0.00
O -3.092 -3.071 1.872 0.00
C -2.829 -1.681 1.536 0.00
H -3.533 -6.495 4.154 0.00
H -4.459 -5.155 5.023 0.00
H -2.718 -5.137 5.068 0.00
H -3.165 -1.665 0.499 0.00
H -1.759 -1.475 1.529 0.00
H -3.425 -1.038 2.183 0.00
C -0.105 4.412 0.524 0.00
O -1.501 4.697 0.502 0.00
C -2.256 4.703 1.617 0.00
O -1.914 4.442 2.800 0.00
O -3.407 5.082 1.289 0.00
C -4.318 5.529 2.177 0.00
H 0.134 3.572 1.175 0.00
H 0.551 5.248 0.764 0.00
H 0.194 4.064 -0.465 0.00
H -4.123 5.108 3.163 0.00
H -5.236 5.120 1.757 0.00
H -4.551 6.594 2.160 0.00
C 2.810 -2.695 -1.584 -0.01
Cl 3.727 -1.545 -0.553 0.03
Cl 3.447 -2.711 -3.224 0.24
H 2.745 -3.656 -1.073 0.00
H 1.844 -2.193 -1.623 0.00
C 0.539 -3.136 4.934 0.00
Cl 1.244 -3.574 6.414 0.00
Cl 1.570 -2.131 3.955 0.00
H 0.405 -4.030 4.325 0.00
H -0.338 -2.529 5.158 0.00
C -2.759 1.885 -1.300 0.00
Cl -4.487 1.508 -1.280 0.00
Cl -2.127 1.236 -2.797 0.00
H -2.546 2.953 -1.339 0.00
H -2.409 1.291 -0.455 0.00
C -3.035 1.976 3.962 0.00
Cl -4.329 1.766 2.711 0.00
Cl -3.142 0.648 5.137 0.00
H -2.135 1.886 3.354 0.00
H -3.033 2.977 4.395 0.00
C 0.583 -0.163 0.813 0.00
Cl -0.557 0.940 1.680 0.00
Cl -0.209 -1.041 -0.487 0.00
H 1.516 0.310 0.508 0.00
H 0.907 -0.931 1.516 0.00

14
Properties=species:S:1:pos:R:3:nbo_charge:R:1 method="wB97M-V/def2-TZVPD" energy_ev=-7357.600 homo_lumo_gap_ha=0.3110 total_charge=0 lumo_energy_ev=0.929 e_above_lowest_kj_mol=449.2
O -0.393 -0.509 -2.127 -0.69
C 0.458 -0.153 -1.077 0.14
C 0.435 1.432 0.073 -0.50
C 0.300 0.381 1.138 -0.24
C -0.976 -0.362 1.026 -0.42
C 0.237 -0.822 0.233 -0.29
H -1.264 -0.766 -1.786 0.48
H 1.453 -0.115 -1.492 0.19
H -0.162 1.343 -0.838 0.26
H 1.430 1.868 0.021 0.21
H 0.899 0.395 2.045 0.23
H -1.811 0.159 0.559 0.21
H -1.247 -1.042 1.827 0.23
H 0.642 -1.809 0.399 0.21

6
Properties=species:S:1:pos:R:3:nbo_charge:R:1 method="wB97M-V/def2-TZVPD" energy_ev=-8683.416 homo_lumo_gap_ha=0.3442 total_charge=0 lumo_energy_ev=-0.446 smiles="O=C=O.N=O" e_above_lowest_kj_mol=25.9
O -0.376 2.178 0.668 -0.50
C -0.209 1.732 1.695 1.02
O -0.073 1.196 2.690 -0.52
N 0.695 -0.801 1.173 -0.02
O -0.104 -0.757 0.276 -0.25
H 0.591 -1.657 1.636 0.27

16
Properties=species:S:1:pos:R:3:nbo_charge:R:1 method="wB97M-V/def2-TZVPD" energy_ev=-9324.790 homo_lumo_gap_ha=0.3375 total_charge=0 lumo_energy_ev=0.927 smiles="C1=CN2C[C@@H]2C=NC1" e_above_lowest_kj_mol=667.5
C -1.122 0.879 -0.753 -0.23
C -0.306 -0.032 -1.316 0.01
N -0.283 -1.152 -0.463 -0.43
C 0.616 -2.278 -0.106 -0.22
C 0.911 -0.912 0.486 -0.13
C 0.300 0.155 1.326 0.13
N 0.465 1.276 0.752 -0.47
C -0.570 2.064 0.052 -0.25
H -1.889 0.405 -0.098 0.20
H 0.564 0.182 -1.966 0.19
H 1.335 -2.686 -0.812 0.21
H -0.028 -2.910 0.530 0.22
H 1.840 -0.476 0.097 0.21
H -0.629 -0.051 1.907 0.15
H -0.152 2.893 -0.582 0.21
H -1.281 2.517 0.774 0.19

9
Properties=species:S:1:pos:R:3:nbo_charge:R:1 method="wB97M-V/def2-TZVPD" energy_ev=-16576.173 homo_lumo_gap_ha=0.3437 total_charge=0 lumo_energy_ev=-1.099
C -0.853 -0.430 -0.263 1.18
F -2.135 -0.175 0.004 -0.33
F -0.587 -1.666 0.165 -0.32
F -0.706 -0.427 -1.590 -0.32
O 1.936 -0.252 -0.442 -0.62
C 1.398 0.457 0.366 0.97
O -0.109 0.504 0.337 -0.71
O 1.758 1.331 1.163 -0.84
Li 0.110 2.251 1.453 0.97

44
Properties=species:S:1:pos:R:3:mulliken_spin:R:1 method="wB97M-V/def2-TZVPD" energy_ev=-97954.342 spin_multiplicity=6 homo_lumo_gap_ha="0.2866 / 0.2856" total_charge=+1 lumo_energy_ev="-3.965 / -4.007"
Dy -0.313 0.922 0.334 4.98
F -3.144 2.001 -3.977 0.00
C -3.953 1.084 -3.466 0.00
F -4.974 1.674 -2.850 0.00
F -4.464 0.403 -4.510 0.00
C -3.278 0.079 -2.550 0.00
C -3.554 -1.256 -2.748 0.00
C -2.943 -2.242 -1.970 0.00
C -2.073 -1.777 -0.988 0.00
N -1.853 -0.466 -0.764 0.00
C -2.462 0.472 -1.508 -0.01
S -2.146 2.142 -1.056 0.01
H -4.332 -1.478 -3.471 0.00
H -3.155 -3.286 -2.001 0.00
H -1.570 -2.456 -0.357 0.00
C 3.256 0.855 -1.987 0.00
P 1.450 0.498 -2.048 0.02
C 1.467 -1.237 -2.616 0.00
C 0.872 1.382 -3.540 0.00
H 3.635 0.691 -2.976 0.00
H 3.746 0.128 -1.312 0.00
H 3.506 1.871 -1.598 0.00
H 1.833 -1.230 -3.658 0.00
H 0.447 -1.602 -2.644 0.00
H 2.099 -1.815 -1.955 0.00
H 1.444 1.136 -4.417 0.00
H 0.957 2.460 -3.353 0.00
H -0.185 1.240 -3.666 0.00
O -1.672 0.921 4.448 0.00
S -0.642 1.005 3.503 0.01
O -0.516 2.157 2.587 0.01
N -0.643 -0.180 2.394 0.00
C 0.476 -0.928 2.458 -0.01
S 1.074 -1.611 1.007 -0.01
C 1.275 -0.717 3.694 0.01
C 2.394 -1.322 4.242 0.00
C 2.927 -0.787 5.391 0.00
C 2.427 0.430 5.968 0.00
C 1.385 1.090 5.385 0.00
C 0.841 0.476 4.295 0.00
H 2.880 -2.204 3.806 0.00
H 3.699 -1.319 5.909 0.00
H 2.901 0.824 6.842 0.00
H 0.881 1.972 5.723 0.00

128
Properties=species:S:1:pos:R:3:lowdin_charge:R:1 method="wB97M-V/def2-TZVPD" energy_ev=-71278.875 homo_lumo_gap_ha=0.3744 total_charge=0 lumo_energy_ev=0.486 smiles=CC(C)O.CC(C)O.CC(C)O.CC(C)O.OCCO.OCCO.OCCO.OCCO.OCCO.OCCO.OCCO.OCCO e_above_lowest_kj_mol=189.3
C -11.062 18.421 10.544 -0.04
C -10.017 19.003 9.646 -0.47
C -8.880 18.143 9.211 -0.03
O -10.648 19.432 8.403 -0.10
H -11.764 17.800 10.036 0.06
H -11.758 19.173 11.007 0.09
H -10.618 17.830 11.346 0.08
H -9.685 19.963 10.053 0.14
H -9.287 17.436 8.531 0.07
H -8.388 17.622 10.002 0.08
H -8.207 18.813 8.610 0.10
H -11.017 20.294 8.628 0.04
C -14.800 15.151 3.458 -0.06
C -15.310 16.381 2.793 -0.43
C -16.597 16.120 2.082 -0.06
O -15.456 17.453 3.854 -0.11
H -13.866 15.222 4.056 0.09
H -14.606 14.361 2.773 0.08
H -15.583 14.735 4.014 0.07
H -14.511 16.825 2.093 0.16
H -16.353 15.383 1.282 0.10
H -17.037 17.026 1.581 0.10
H -17.323 15.680 2.738 0.07
H -15.720 18.289 3.459 0.03
C -14.785 12.781 7.908 -0.03
C -14.447 14.251 8.274 -0.51
C -14.082 14.489 9.712 -0.04
O -13.477 14.659 7.351 -0.06
H -15.500 12.342 8.606 0.08
H -13.841 12.286 7.880 0.06
H -15.190 12.608 6.896 0.08
H -15.364 14.866 8.062 0.14
H -13.055 14.097 9.912 0.10
H -14.735 13.987 10.319 0.04
H -14.052 15.541 10.039 0.08
H -13.870 15.529 7.140 0.06
C -12.261 17.430 5.040 -0.04
C -12.992 18.046 6.195 -0.46
C -13.291 19.493 5.795 -0.03
O -14.220 17.351 6.316 -0.10
H -12.880 17.569 4.113 0.10
H -12.030 16.414 5.295 0.07
H -11.304 17.907 4.803 0.06
H -12.451 18.012 7.196 0.15
H -12.398 20.144 5.785 0.08
H -14.009 19.849 6.493 0.04
H -13.787 19.568 4.799 0.08
H -14.671 17.450 5.410 0.07
O -8.564 19.558 6.221 -0.07
C -9.169 20.173 5.102 -0.26
C -9.943 21.420 5.485 -0.20
O -10.704 21.752 4.308 -0.10
H -9.308 19.404 6.839 0.05
H -8.407 20.369 4.399 0.11
H -9.858 19.496 4.618 0.08
H -9.255 22.202 5.785 0.12
H -10.666 21.251 6.339 0.12
H -10.113 22.070 3.590 0.12
O -19.757 18.283 5.822 -0.07
C -20.301 18.430 4.523 -0.24
C -19.594 19.501 3.733 -0.31
O -19.476 20.623 4.447 -0.06
H -18.785 18.437 5.802 0.07
H -20.306 17.495 4.000 0.11
H -21.327 18.754 4.718 0.13
H -20.108 19.700 2.772 0.14
H -18.622 19.042 3.398 0.13
H -19.591 20.512 5.435 0.15
O -9.010 16.886 1.319 -0.06
C -8.766 17.458 2.577 -0.26
C -8.625 16.388 3.690 -0.21
O -7.459 15.581 3.434 -0.06
H -8.293 16.215 1.340 0.09
H -7.777 17.986 2.617 0.13
H -9.565 18.133 2.853 0.09
H -9.415 15.604 3.744 0.13
H -8.644 16.910 4.585 0.08
H -6.726 15.810 3.953 0.06
O -11.867 21.820 9.435 -0.06
C -13.140 22.068 8.935 -0.25
C -14.086 20.902 8.898 -0.25
O -14.497 20.623 10.249 -0.06
H -11.968 21.864 10.397 0.11
H -13.642 22.914 9.478 0.15
H -13.047 22.364 7.856 0.13
H -13.610 20.017 8.445 0.11
H -14.889 21.217 8.208 0.09
H -14.769 19.696 10.374 0.05
O -10.354 14.746 7.423 -0.11
C -10.415 13.329 7.018 -0.19
C -9.521 12.550 7.975 -0.21
O -10.286 12.033 9.102 -0.06
H -11.190 15.085 7.772 0.05
H -11.440 13.010 7.097 0.10
H -10.045 13.283 6.009 0.11
H -8.639 13.178 8.233 0.13
H -9.228 11.664 7.487 0.09
H -10.300 12.691 9.756 0.04
O -16.679 21.691 6.697 -0.07
C -15.829 22.275 5.728 -0.24
C -16.702 23.062 4.761 -0.24
O -17.204 22.171 3.817 -0.06
H -16.589 20.721 6.646 0.05
H -15.157 22.962 6.232 0.11
H -15.228 21.516 5.183 0.10
H -16.177 23.819 4.186 0.12
H -17.453 23.664 5.338 0.14
H -17.960 21.733 4.207 0.05
O -15.481 19.975 2.885 -0.09
C -14.702 20.593 1.870 -0.23
C -13.375 20.996 2.335 -0.27
O -13.402 22.009 3.325 -0.06
H -15.929 20.674 3.385 0.06
H -14.594 19.920 1.019 0.13
H -15.230 21.470 1.438 0.14
H -12.878 21.326 1.417 0.13
H -12.929 20.088 2.757 0.12
H -12.628 22.031 3.916 0.06
O -17.028 18.699 7.214 -0.10
C -16.835 19.039 8.588 -0.19
C -16.580 17.755 9.437 -0.19
O -16.079 18.118 10.720 -0.07
H -16.214 18.355 6.776 0.08
H -16.053 19.755 8.709 0.06
H -17.824 19.437 8.900 0.15
H -15.817 17.159 8.952 0.10
H -17.512 17.198 9.628 0.13
H -16.694 17.921 11.399 0.07

43
Properties=species:S:1:pos:R:3:nbo_charge:R:1 method="wB97M-V/def2-TZVPD" energy_ev=-20966.879 homo_lumo_gap_ha=0.3534 total_charge=0 lumo_energy_ev=0.659 smiles="CCC(CC)C(=O)NCCCN1CCOCC1" e_above_lowest_kj_mol=1277.6
C 4.448 0.601 -1.593 -0.59
C 3.812 -0.609 -1.100 -0.42
C 3.338 -0.572 0.229 -0.29
C 2.534 -1.519 0.996 -0.40
C 3.289 -2.973 1.077 -0.61
C 2.489 0.814 0.679 0.73
O 2.814 1.604 1.602 -0.62
N 1.399 1.062 -0.236 -0.68
C 0.539 2.092 0.057 -0.22
C -0.934 1.870 0.568 -0.37
C -1.784 1.103 -0.671 -0.21
N -2.779 0.058 -0.168 -0.44
C -3.833 1.163 0.536 -0.25
C -4.959 0.168 0.957 -0.04
O -5.560 -0.712 0.239 -0.53
C -4.440 -1.643 -0.390 -0.08
C -3.410 -0.683 -0.990 -0.25
H 5.394 0.708 -0.962 0.22
H 3.645 1.569 -1.384 0.22
H 4.559 0.378 -2.689 0.22
H 4.450 -1.393 -1.217 0.22
H 2.806 -0.820 -1.704 0.17
H 4.129 -0.171 1.043 0.23
H 1.617 -1.726 0.628 0.19
H 2.141 -1.219 1.986 0.23
H 2.687 -3.678 1.601 0.22
H 3.642 -3.021 0.160 0.20
H 4.238 -2.668 1.513 0.20
H 1.092 0.325 -0.830 0.40
H 0.970 2.903 0.761 0.25
H 0.364 2.666 -1.001 0.16
H -1.494 2.500 1.046 0.19
H -0.713 0.918 1.436 0.19
H -1.027 0.115 -1.105 0.15
H -1.970 1.935 -1.327 0.19
H -3.443 1.867 1.052 0.19
H -4.210 1.753 -0.285 0.17
H -5.785 0.902 1.512 0.18
H -4.588 -0.355 2.085 0.11
H -5.002 -2.112 -1.287 0.23
H -4.152 -2.023 0.494 0.21
H -2.486 -1.177 -1.526 0.20
H -3.829 0.000 -1.791 0.15

79
Properties=species:S:1:pos:R:3:mulliken_spin:R:1 method="wB97M-V/def2-TZVPD" energy_ev=-99818.363 spin_multiplicity=2 homo_lumo_gap_ha="0.2529 / 0.2111" total_charge=-1 lumo_energy_ev="1.987 / 0.162" e_above_lowest_kj_mol=0.0
Sn -0.210 0.286 -0.942 0.10
N 3.956 -0.973 -1.753 0.00
C 3.016 -0.107 -1.328 -0.05
S 2.115 0.814 -2.458 0.30
N 2.889 0.069 -0.031 0.04
N 1.870 0.825 0.345 0.06
C 1.829 1.389 1.496 0.02
C 2.961 1.349 2.463 -0.01
C 3.447 0.142 2.955 0.01
C 4.515 0.135 3.840 0.00
C 5.119 1.324 4.221 0.00
C 4.642 2.530 3.728 0.00
C 3.562 2.542 2.858 0.01
C 0.620 2.160 1.828 0.01
C 0.353 2.519 3.145 0.01
C -0.795 3.234 3.432 0.00
C -1.640 3.585 2.396 0.00
C -1.308 3.178 1.116 0.00
N -0.210 2.490 0.828 0.01
H 3.820 -1.330 -2.686 0.00
H 4.239 -1.660 -1.071 0.00
H 2.977 -0.784 2.659 0.00
H 4.873 -0.806 4.240 0.00
H 5.954 1.313 4.911 0.00
H 5.106 3.462 4.026 0.00
H 3.185 3.480 2.468 0.00
H 1.029 2.217 3.931 0.00
H -1.028 3.504 4.454 0.00
H -2.543 4.150 2.575 0.00
H -1.950 3.402 0.279 0.00
O -3.285 1.690 -1.293 -0.01
C -2.587 2.219 -2.149 -0.02
N -1.255 1.985 -2.341 0.05
C -0.795 2.706 -3.430 0.01
O 0.330 2.735 -3.869 0.00
C -1.963 3.486 -3.979 0.01
C -2.043 4.335 -5.060 0.00
C -3.267 4.958 -5.293 0.00
C -4.359 4.711 -4.468 0.00
C -4.275 3.817 -3.403 0.00
C -3.056 3.215 -3.173 0.01
H -1.184 4.491 -5.699 0.00
H -3.373 5.642 -6.126 0.00
H -5.294 5.221 -4.663 0.00
H -5.134 3.607 -2.779 0.00
C -3.790 -1.629 -2.452 0.03
P -2.568 -1.443 -1.093 0.22
C -2.135 -3.193 -0.801 0.02
C -3.673 -1.097 0.318 0.02
H -4.549 -2.362 -2.177 0.00
H -3.274 -1.964 -3.352 0.00
H -4.264 -0.666 -2.647 0.00
H -3.038 -3.764 -0.577 0.00
H -1.438 -3.261 0.034 0.00
H -1.642 -3.604 -1.681 0.00
H -4.395 -1.907 0.430 0.00
H -4.185 -0.152 0.142 0.00
H -3.074 -1.007 1.227 0.00
O -1.583 -1.388 2.904 0.01
C -0.707 -1.579 2.062 0.02
O -0.527 -0.850 1.018 0.13
C 0.238 -2.749 2.245 0.00
C 1.449 -2.816 1.569 -0.01
C 2.289 -3.905 1.748 0.00
C 1.917 -4.937 2.597 0.00
C 0.706 -4.875 3.274 0.00
C -0.129 -3.783 3.102 0.00
H 1.722 -2.023 0.890 0.00
H 3.222 -3.956 1.202 0.00
H 2.561 -5.799 2.718 0.00
H 0.415 -5.678 3.941 0.00
H -1.077 -3.710 3.620 0.00
F 0.941 -2.206 -1.720 0.02
P 1.525 -3.615 -2.356 0.00
F 0.827 -4.429 -1.158 0.00
F 2.097 -4.977 -2.990 0.00
F 0.176 -3.735 -3.240 0.00
F 2.233 -2.753 -3.534 0.00
F 2.872 -3.446 -1.461 0.00

17
Properties=species:S:1:pos:R:3:nbo_charge:R:1 method="wB97M-V/def2-TZVPD" energy_ev=-12664.820 homo_lumo_gap_ha=0.4579 total_charge=+1 lumo_energy_ev=-3.237 smiles=C[NH+](C)C[SiH3] e_above_lowest_kj_mol=205.6
C 0.877 -1.379 -0.007 -0.47
N 0.574 0.038 -0.408 -0.33
C 1.795 0.795 0.012 -0.40
C -0.584 0.600 0.313 -0.66
Si -2.421 0.067 -0.045 0.85
H -0.017 -1.989 -0.058 0.24
H 1.512 -2.018 -0.677 0.27
H 1.099 -1.473 1.056 0.25
H 0.524 -0.005 -1.371 0.43
H 1.717 0.876 1.089 0.23
H 2.652 0.220 -0.281 0.24
H 1.750 1.815 -0.412 0.24
H -0.767 1.752 -0.081 0.26
H -0.375 0.815 1.321 0.25
H -3.164 1.330 -0.072 -0.12
H -2.832 -0.747 0.987 -0.16
H -2.679 -0.715 -1.372 -0.11

20
Properties=species:S:1:pos:R:3:nbo_charge:R:1 method="wB97M-V/def2-TZVPD" energy_ev=-16822.385 homo_lumo_gap_ha=0.2816 total_charge=0 lumo_energy_ev=0.169 smiles=NNc1cccc(F)c1B(O)O e_above_lowest_kj_mol=70.0
N -2.999 0.416 0.059 -0.65
N -1.637 0.675 -0.160 -0.46
C -0.730 -0.315 -0.060 0.31
C -1.004 -1.654 0.016 -0.38
C 0.010 -2.611 0.033 -0.12
C 1.337 -2.267 -0.022 -0.39
C 1.717 -0.923 -0.057 0.54
F 3.055 -0.697 -0.099 -0.34
C 0.873 0.152 -0.060 -0.55
B 1.290 1.643 -0.006 1.08
O 0.358 2.625 -0.275 -0.91
O 2.560 1.945 0.349 -0.87
H -3.552 0.788 -0.711 0.36
H -3.317 0.841 0.927 0.35
H -1.280 1.623 -0.164 0.41
H -2.039 -1.960 0.045 0.23
H -0.263 -3.655 0.079 0.21
H 2.112 -3.017 -0.030 0.22
H 0.690 3.524 -0.226 0.49
H 2.819 2.867 0.362 0.48